Arrangement P

This record from OMol25 describes a 2-piece molecular cluster, CH5PS overall. The level of theory is wB97M-V/def2-TZVPD.

```
! wB97M-V def2-TZVPD RIJCOSX def2/J DEFGRID3
* xyz 0 1
C 2.402 0.165 0.101
S 3.187 -1.042 -0.489
H 1.420 -0.059 0.654
H 2.693 1.156 0.169
P -2.408 -0.415 -0.451
H -1.279 0.403 0.015
H -3.222 0.565 -0.846
H -2.794 -0.772 0.847
*
```

Computed properties:
- highest occupied orbital energy (Eh) = -0.3253
- gap between HOMO and LUMO (eV) = 8.61

Arrangement Q

This record from OMol25 describes a 2-piece molecular cluster, CH5PS overall. The level of theory is wB97M-V/def2-TZVPD.

```
! wB97M-V def2-TZVPD RIJCOSX def2/J DEFGRID3
* xyz 0 1
C -1.774 0.906 1.473
S -1.232 2.332 0.908
H -2.583 0.434 1.010
H -1.269 0.367 2.308
P 1.488 -1.053 -0.925
H 2.791 -0.634 -1.100
H 1.729 -2.189 -1.728
H 0.849 -0.163 -1.946
*
```

Computed properties:
- highest occupied orbital energy (Eh) = -0.3281
- gap between HOMO and LUMO (eV) = 8.47

Arrangement R

This record from OMol25 describes one molecule with the formula CH5PS. The level of theory is wB97M-V/def2-TZVPD.

```
! wB97M-V def2-TZVPD RIJCOSX def2/J DEFGRID3
* xyz 0 1
C -0.762 -0.349 0.203
P 0.483 1.046 -0.061
S 2.172 -0.294 0.040
H -0.822 -0.942 -0.600
H -1.878 0.038 0.371
H -0.493 -0.912 1.159
H 0.443 0.961 -1.490
H 2.876 0.275 1.039
*
```

Computed properties:
- highest occupied orbital energy (Eh) = -0.3452
- gap between HOMO and LUMO (eV) = 10.25

Quick one: least stable of them? arrangement P

Arrangement P

This record from OMol25 describes a 2-piece molecular cluster, C4H8N overall. The level of theory is wB97M-V/def2-TZVPD.

```
! wB97M-V def2-TZVPD RIJCOSX def2/J DEFGRID3
* xyz 1 1
C -1.974 -0.046 0.242
C -0.731 0.778 -0.033
C -0.810 -0.881 -0.009
C -0.071 -0.137 -0.943
N 2.023 -0.073 0.137
H -2.511 0.113 1.125
H -2.830 -0.087 -0.587
H -0.247 1.645 0.542
H -0.504 -1.591 0.591
H 0.623 -0.106 -1.806
H 2.498 -0.452 0.938
H 1.925 0.890 0.480
H 2.608 -0.054 -0.679
*
```

Computed properties:
- highest occupied orbital energy (Eh) = -0.5378
- gap between HOMO and LUMO (eV) = 9.91

Arrangement Q

This record from OMol25 describes a 2-piece molecular cluster, C4H8N overall. The level of theory is wB97M-V/def2-TZVPD.

```
! wB97M-V def2-TZVPD RIJCOSX def2/J DEFGRID3
* xyz 1 1
C 0.301 -1.066 0.022
C 0.698 -1.233 1.328
C 1.296 -0.169 0.517
C 1.867 1.103 0.410
N -1.754 -0.158 -1.633
H -0.395 -1.225 -0.772
H 0.363 -1.830 2.179
H 2.517 1.310 1.184
H 0.918 1.702 0.416
H 2.260 1.243 -0.622
H -2.652 -0.283 -1.151
H -1.954 -0.327 -2.615
H -1.409 0.759 -1.589
*
```

Computed properties:
- highest occupied orbital energy (Eh) = -0.5331
- gap between HOMO and LUMO (eV) = 9.95

Quick one: least stable of them? arrangement P

Arrangement P

This record from OMol25 describes an isolated ion of composition C4H8N and charge +1. The level of theory is wB97M-V/def2-TZVPD.

```
! wB97M-V def2-TZVPD RIJCOSX def2/J DEFGRID3
* xyz 1 1
C -0.984 -0.231 0.292
C -2.220 -0.255 -0.047
C 0.348 1.425 -0.030
C 1.341 -0.854 -0.080
N 0.375 0.080 0.539
H -2.800 -1.155 0.133
H -2.786 0.544 -0.511
H 0.393 1.502 -1.096
H -0.007 2.226 0.585
H 1.207 -1.857 0.324
H 1.184 -0.878 -1.157
H 2.354 -0.513 0.123
H 0.555 0.117 1.551
*
```

Computed properties:
- highest occupied orbital energy (alpha / beta) (Eh) = -0.4995 / -0.5176
- gap between HOMO and LUMO (alpha / beta) (eV) = 8.56 / 9.26

Arrangement Q

This record from OMol25 describes C4H8N as an isolated structure. The level of theory is wB97M-V/def2-TZVPD.

```
! wB97M-V def2-TZVPD RIJCOSX def2/J DEFGRID3
* xyz 1 1
C -1.553 -0.107 0.411
C -0.894 0.917 -0.048
C -0.586 -1.015 -0.295
C 1.527 0.277 0.342
N 0.352 0.149 -0.590
H -2.493 -0.161 0.994
H -0.939 2.039 -0.105
H -0.266 -1.928 0.124
H -1.230 -1.522 -1.006
H 1.874 1.284 0.287
H 1.194 0.211 1.369
H 2.358 -0.377 0.145
H 0.654 0.233 -1.627
*
```

Computed properties:
- highest occupied orbital energy (Eh) = -0.5669
- gap between HOMO and LUMO (eV) = 12.11

Arrangement R

This record from OMol25 describes a 2-piece molecular cluster, C4H8N overall. The level of theory is wB97M-V/def2-TZVPD.

```
! wB97M-V def2-TZVPD RIJCOSX def2/J DEFGRID3
* xyz 1 1
C -0.042 -1.249 -0.213
C 0.359 0.652 -1.183
C 0.277 0.119 0.160
C 0.297 0.588 1.448
N -0.789 -0.215 -0.749
H 0.466 -1.975 -0.823
H -0.633 -1.941 0.471
H 0.075 1.709 -1.380
H 1.090 0.373 -1.939
H -0.049 -0.208 2.154
H -0.167 1.556 1.557
H 1.334 0.925 1.784
H -2.219 -0.334 -1.286
*
```

Computed properties:
- highest occupied orbital energy (Eh) = -0.5928
- gap between HOMO and LUMO (eV) = 10.10

Quick one: least stable of them? arrangement R